Entry 1:
Density functional theory data (ωB97M-V with the def2-TZVPD basis set) for a structure of composition C12H21N6O5RuS.

As for the net charge: +3. The expectation value of S² is 6.11. Its spin multiplicity is 5.

Element x y z (Å)
Ru: -0.36957 0.28427 -1.05240
C: 3.29923 -1.45263 -1.88710
C: 2.00383 -2.14363 -1.79650
N: 0.81233 -1.56133 -1.64560
C: -0.12827 -2.56103 -1.66770
C: 0.51213 -3.77133 -1.83420
N: 1.84223 -3.47303 -1.89410
C: 0.05503 -5.22143 -1.86970
O: -1.19297 -5.45823 -2.03020
O: 0.94453 -6.02013 -1.72880
C: -1.59207 -2.22983 -1.59140
O: -2.41067 -3.10293 -1.78010
O: -1.82817 -1.00003 -1.34610
H: 3.14393 -0.38083 -2.00920
H: 3.86473 -1.83563 -2.73930
H: 3.90813 -1.63493 -0.99950
H: 2.56743 -4.17603 -2.00560
H: -1.83717 -4.69733 -2.07150
C: 0.45133 2.90957 2.50100
N: 0.67863 1.59447 1.91960
C: 1.47013 1.54647 0.73690
C: -0.18617 0.53177 2.11250
O: -0.54107 -0.15033 1.11890
N: -0.60797 0.19187 3.33880
C: -0.07437 0.69967 4.56740
C: -1.61897 -0.81963 3.46350
H: 0.27623 3.63847 1.70610
H: 1.32633 3.23917 3.06640
H: -0.41737 2.91207 3.15260
H: 2.11563 2.42217 0.70110
H: 0.82413 1.56397 -0.27890
H: 2.08643 0.63937 0.71400
H: 0.85863 1.23167 4.41630
H: 0.09973 -0.12943 5.25800
H: -0.79757 1.35237 5.06730
H: -1.96467 -1.14373 2.48380
H: -2.46537 -0.42903 4.03470
H: -1.23807 -1.68153 4.01880
N: -2.83427 4.03057 -2.46000
C: -1.69347 3.41787 -2.67130
N: -0.61427 4.05507 -3.07480
S: -1.67867 1.66577 -2.47040
H: -2.95897 5.02087 -2.64800
H: -3.66897 3.52637 -2.18060
H: -0.64847 5.04137 -3.31320
H: 0.22663 3.55857 -3.33170

Entry 2:
Density functional theory data (ωB97M-V with the def2-TZVPD basis set) for a structure of composition C19H23IN2O3PPdS2Se.

The expectation value of S² is 8.80. Its spin multiplicity is 6.

Element x y z (Å)
Pd: -0.76245 0.31133 0.71818
C: 0.83187 -5.33989 1.16851
C: 1.39938 -4.35814 2.16184
O: 1.77923 -3.13635 1.46957
P: 0.91488 -1.81602 1.72898
S: 1.60992 -0.42180 0.52122
S: -1.03152 -2.09633 1.60558
O: 1.20929 -1.45779 3.26664
C: 2.59482 -1.28882 3.66519
C: 2.69307 -0.07340 4.54750
H: 0.59546 -6.28431 1.66594
H: 1.55142 -5.54311 0.37279
H: -0.08284 -4.94834 0.72049
H: 2.30496 -4.73831 2.63068
H: 0.68284 -4.12484 2.95059
H: 3.22490 -1.17829 2.78263
H: 2.89383 -2.19701 4.18916
H: 2.48928 0.83414 3.97686
H: 3.69838 0.00279 4.96977
H: 1.98295 -0.13783 5.37436
Se: -2.57811 0.32867 -2.44755
N: -1.41170 -0.72930 -1.36291
C: -0.81983 -1.53361 -2.23772
C: 0.13110 -2.54699 -1.87550
C: 0.66070 -3.36934 -2.84040
C: 0.27797 -3.21699 -4.17483
C: -0.64825 -2.22771 -4.57100
C: -1.18427 -1.37955 -3.64107
N: -2.09733 -0.36789 -3.97104
H: 0.41077 -2.65165 -0.84039
H: 1.37709 -4.13401 -2.57174
H: 0.70881 -3.87043 -4.92499
H: -0.93508 -2.11244 -5.60810
C: -4.05534 0.07278 1.58517
O: -3.16871 0.76241 0.69801
H: -5.09045 0.19117 1.26720
H: -3.93905 0.41930 2.61345
H: -3.78495 -0.97640 1.53671
H: -3.27503 1.71453 0.78882
C: -0.69269 2.00067 -0.58472
C: -0.46564 3.14933 -0.90791
C: -0.22648 4.51843 -1.32548
C: 0.51084 5.36434 -0.49673
C: 0.74827 6.68344 -0.85856
C: 0.25620 7.17545 -2.05825
C: -0.47417 6.34096 -2.89628
C: -0.71386 5.02263 -2.53380
H: 0.90153 4.97545 0.43599
H: 1.32326 7.32606 -0.20252
H: 0.44399 8.20382 -2.34176
H: -0.85570 6.71895 -3.83765
H: -1.27530 4.37054 -3.18991
I: -0.63823 1.76973 2.88894

Computed energy relative to the best compared isomer or geometry (same formula, charge and spin) (kcal/mol) in order:
69.2, 0.0